(1)
Formula: C4H8O3
Source: OMol25
Level of theory: wB97M-V/def2-TZVPD

Last columns: bonded neighbours and bond lengths (Å).
Atoms and positions in Å:
1 C 0.380 -1.590 -0.401  C2 1.493, H8 1.094, H9 1.095, H10 1.091
2 C 0.457 -0.106 -0.544  C1 1.493, C4 1.460, H11 1.087
3 O -1.319 0.454 -1.512  H12 0.967, H14 1.015
4 C 0.245 0.932 0.461  C2 1.460, O5 1.283, C6 1.533, H13 1.235
5 O -0.057 2.099 0.021  C4 1.283
6 C -0.291 0.466 1.820  C4 1.533, O7 1.200, H15 1.116
7 O -1.011 1.141 2.503  C6 1.200
8 H 0.049 -2.010 -1.355  C1 1.094
9 H 1.372 -2.004 -0.193  C1 1.095
10 H -0.318 -1.903 0.378  C1 1.091
11 H 0.993 0.280 -1.407  C2 1.087
12 H -1.179 0.614 -2.455  O3 0.967
13 H 1.429 0.608 0.597  C4 1.235
14 H -1.092 1.334 -1.060  O3 1.015
15 H 0.049 -0.542 2.153  C6 1.116

Properties
spin multiplicity = 1

---

(2)
Formula: C4H8O3
Source: OMol25
Level of theory: wB97M-V/def2-TZVPD

Last columns: bonded neighbours and bond lengths (Å).
Atoms and positions in Å:
1 O 2.060 -0.304 -0.295  C2 1.414, H8 0.965
2 C 1.046 -0.333 -1.280  O1 1.414, C3 1.529, H9 1.100, H10 1.101
3 C 0.053 0.779 -0.947  C2 1.529, C4 1.527, H11 1.097, H12 1.094
4 C -0.708 0.403 0.322  C3 1.527, O5 1.220, C6 1.542
5 O -1.449 -0.561 0.221  C4 1.220
6 C -0.644 1.044 1.723  C4 1.542, O7 1.397, H13 1.101, H14 1.103
7 O -1.420 0.274 2.592  C6 1.397, H15 0.976
8 H 2.631 -1.071 -0.422  O1 0.965
9 H 0.510 -1.293 -1.281  C2 1.100
10 H 1.458 -0.176 -2.289  C2 1.101
11 H -0.705 0.783 -1.739  C3 1.097
12 H 0.564 1.747 -0.949  C3 1.094
13 H 0.395 1.097 2.084  C6 1.101
14 H -1.026 2.079 1.701  C6 1.103
15 H -1.774 -0.438 2.025  O7 0.976

Properties
spin multiplicity = 1

---

(3)
Formula: C4H8O3
Source: OMol25
Level of theory: wB97M-V/def2-TZVPD

Last columns: bonded neighbours and bond lengths (Å).
Atoms and positions in Å:
1 O -1.731 1.908 -0.186  C2 1.431, H8 0.982
2 C -1.402 0.533 -0.411  O1 1.431, C3 1.766, H9 1.091, H10 1.081
3 C -0.919 -0.750 0.703  C2 1.766, C4 1.488, H11 1.114, H12 1.113
4 C 0.520 -0.790 0.328  C3 1.488, O5 1.220, C6 1.516
5 O 0.883 -1.083 -0.800  C4 1.220
6 C 1.526 -0.193 1.293  C4 1.516, O7 1.393, H13 1.100, H14 1.104
7 O 2.574 0.372 0.568  C6 1.393, H15 0.973
8 H -1.278 2.458 -0.863  O1 0.982
9 H -0.571 0.453 -1.114  C2 1.091
10 H -2.312 0.041 -0.723  C2 1.081
11 H -1.430 -1.670 0.337  C3 1.114
12 H -1.040 -0.785 1.809  C3 1.113
13 H 1.037 0.561 1.927  C6 1.100
14 H 1.842 -1.026 1.945  C6 1.104
15 H 2.485 -0.013 -0.321  O7 0.973

Properties
spin multiplicity = 1

---

Values for energy relative to the best compared isomer or geometry (same formula, charge and spin), kcal/mol, ordered as above
106.23; 33.93; 65.39
Values for F_max, eV Å⁻¹, ordered as above
0.59; 0.55; 1.21
Values for total energy, Eh, ordered as above
-382.79553; -382.91075; -382.86061